(1)
{
  "formula": "C16H43F4IN15O28",
  "method": "ωB97M-V with the def2-TZVPD basis set",
  "species": ["F", "C", "F", "C", "F", "F", "N", "I", "H", "C", "N", "O", "O", "H", "H", "H", "C", "N", "O", "O", "H", "H", "H", "C", "N", "O", "O", "H", "H", "H", "C", "N", "O", "O", "H", "H", "H", "C", "N", "O", "O", "H", "H", "H", "C", "N", "O", "O", "H", "H", "H", "C", "N", "O", "O", "H", "H", "H", "C", "N", "O", "O", "H", "H", "H", "C", "N", "O", "O", "H", "H", "H", "C", "N", "O", "O", "H", "H", "H", "C", "N", "O", "O", "H", "H", "H", "C", "N", "O", "O", "H", "H", "H", "C", "N", "O", "O", "H", "H", "H", "C", "N", "O", "O", "H", "H", "H"],
  "positions_angstrom": [[7.517, 0.511, -3.772], [7.532, 1.758, -4.430], [8.155, 1.511, -5.687], [6.073, 2.333, -4.721], [5.768, 1.979, -6.078], [5.985, 3.749, -4.581], [5.094, 1.722, -3.776], [3.929, 0.365, -4.882], [8.160, 2.512, -3.877], [5.669, 5.925, -2.061], [4.936, 6.194, -0.796], [5.244, 5.542, 0.182], [4.071, 7.055, -0.827], [6.401, 5.142, -1.881], [4.940, 5.607, -2.804], [6.160, 6.851, -2.359], [4.090, -1.063, -0.414], [3.333, -0.791, -1.661], [2.613, 0.200, -1.677], [3.484, -1.574, -2.576], [3.858, -0.285, 0.311], [3.781, -2.038, -0.047], [5.146, -1.053, -0.663], [6.764, -4.183, 1.071], [5.752, -3.549, 0.187], [4.571, -3.736, 0.462], [6.176, -2.890, -0.746], [6.248, -4.735, 1.853], [7.362, -4.853, 0.455], [7.373, -3.388, 1.496], [0.007, -1.720, -1.425], [0.002, -2.315, -0.065], [-0.461, -1.640, 0.836], [0.461, -3.435, 0.055], [-0.431, -0.727, -1.376], [1.042, -1.668, -1.757], [-0.583, -2.370, -2.070], [-2.166, -5.428, 0.746], [-3.164, -4.782, -0.146], [-4.343, -4.944, 0.117], [-2.731, -4.136, -1.078], [-2.693, -5.968, 1.529], [-1.574, -6.110, 0.138], [-1.547, -4.639, 1.170], [-7.539, -5.254, 1.055], [-7.564, -5.837, 2.421], [-8.025, -5.153, 3.315], [-7.120, -6.962, 2.547], [-7.963, -4.254, 1.094], [-6.500, -5.220, 0.733], [-8.132, -5.900, 0.411], [3.135, 8.752, -3.464], [3.675, 8.296, -4.771], [3.635, 9.082, -5.699], [4.119, 7.166, -4.817], [2.776, 9.772, -3.572], [2.321, 8.083, -3.193], [3.944, 8.702, -2.739], [0.171, -2.273, 3.567], [0.167, -2.864, 4.932], [-0.297, -2.190, 5.836], [0.627, -3.982, 5.048], [-0.267, -1.279, 3.614], [1.206, -2.222, 3.234], [-0.418, -2.923, 2.926], [-3.667, -0.713, 1.976], [-3.809, -0.313, 0.553], [-4.768, 0.377, 0.257], [-2.957, -0.705, -0.212], [-4.495, -0.294, 2.542], [-3.684, -1.801, 2.015], [-2.716, -0.320, 2.333], [-5.862, -0.910, -2.688], [-7.202, -1.190, -3.266], [-7.442, -0.744, -4.370], [-7.968, -1.850, -2.586], [-5.291, -0.318, -3.398], [-6.012, -0.361, -1.760], [-5.376, -1.868, -2.506], [0.305, 3.067, -1.038], [-0.719, 2.016, -1.268], [-1.558, 1.841, -0.400], [-0.647, 1.400, -2.311], [0.119, 3.531, -0.073], [1.280, 2.582, -1.054], [0.213, 3.795, -1.842], [-0.606, -1.350, 9.034], [0.011, -0.587, 10.150], [0.318, 0.570, 9.936], [0.164, -1.178, 11.202], [-0.681, -0.701, 8.165], [0.036, -2.203, 8.824], [-1.594, -1.670, 9.362], [-10.431, -3.659, -3.878], [-10.965, -5.043, -3.790], [-10.562, -5.853, -4.603], [-11.770, -5.266, -2.905], [-9.729, -3.606, -4.706], [-11.275, -2.992, -4.045], [-9.933, -3.438, -2.937], [4.515, 7.201, 2.939], [3.776, 7.478, 4.198], [4.080, 6.830, 5.182], [2.917, 8.338, 4.154], [5.244, 6.418, 3.125], [3.788, 6.881, 2.195], [5.007, 8.124, 2.638]],
  "forces_ev_per_a": [[0.0941, 2.2687, -1.0490], [0.2886, 0.0174, -1.1659], [-0.3562, 0.3200, 1.8527], [-3.3571, -3.1951, 1.3332], [1.2699, 1.7486, 1.4071], [1.0877, -1.1918, -0.5063], [1.5331, 1.1227, -2.2707], [0.1012, 0.4626, 0.4002], [-0.4825, -1.0760, -0.3069], [0.1764, -0.2573, -0.1796], [0.2562, -0.1917, -0.1018], [-0.2696, 0.3203, -0.0082], [0.1104, -0.1434, 0.2453], [-0.1764, 0.0459, 0.0460], [0.0903, 0.0919, -0.0164], [-0.1792, -0.0138, -0.0318], [-0.1684, 0.7441, 0.2684], [0.2927, 0.2301, 0.0731], [-0.1364, -0.4009, -0.0372], [-0.5068, -0.0933, 0.6491], [-0.0641, 0.0353, -0.2035], [0.0177, 0.2868, -0.2618], [-0.1977, 0.0373, -0.0699], [0.0269, -0.1649, 0.3174], [-0.0681, 0.0304, -0.2852], [0.7829, -0.3277, -0.1440], [-0.1708, -0.8364, 0.5673], [-0.0289, 0.0930, -0.1328], [0.0178, 0.1736, -0.0013], [0.0295, -0.0623, -0.1583], [-0.0707, 0.3024, -0.2044], [-0.0187, 0.2254, -0.5292], [0.1940, -0.3328, 0.2231], [-0.1894, 0.1204, 0.3495], [0.0256, -0.1812, 0.0621], [-0.1396, -0.1463, -0.0873], [0.1307, -0.0679, 0.0948], [0.0016, -0.2018, 0.3440], [0.1119, 0.0217, -0.0632], [0.1321, 0.1679, -0.1484], [-0.2596, -0.1083, 0.2076], [-0.0580, 0.0840, -0.1542], [0.0624, 0.2085, 0.0043], [0.0988, -0.0736, -0.2204], [-0.0405, 0.2690, -0.2216], [-0.0644, 0.0474, 0.0604], [0.1373, -0.2399, -0.0580], [-0.1003, 0.2308, 0.0701], [0.0209, -0.1350, 0.0959], [-0.1285, -0.1359, -0.0135], [0.1468, -0.0329, 0.0515], [-0.1394, 0.3207, 0.1388], [-0.0053, 0.0131, -0.1487], [0.0678, -0.2046, 0.0921], [-0.0582, 0.2811, -0.0345], [0.0605, -0.1248, -0.1111], [0.2006, -0.0548, 0.0631], [-0.1542, -0.1855, -0.0085], [-0.1169, 0.1905, -0.0273], [0.0743, 0.0527, -0.0089], [0.0755, -0.2383, 0.0234], [-0.1552, 0.2538, 0.1288], [0.0446, -0.1387, 0.0683], [-0.1181, -0.1671, -0.0650], [0.2315, 0.0074, 0.0314], [-0.1042, 0.0859, 0.3546], [0.1481, 0.0137, -0.1802], [0.0495, -0.0695, -0.0399], [-0.4631, -0.0671, 0.0030], [0.0611, -0.0173, -0.1463], [0.1235, 0.0837, -0.0432], [-0.0002, -0.1356, -0.1213], [0.2765, 0.1560, -0.0109], [0.1770, 0.1218, -0.1672], [-0.1955, -0.2186, 0.2657], [-0.0128, 0.0712, -0.1789], [-0.1415, -0.0752, 0.0337], [0.0466, -0.1528, -0.0082], [-0.0920, 0.0660, 0.1132], [0.1957, 0.2135, 0.2382], [-0.0478, 0.0055, -0.0154], [0.1515, -0.0030, -0.1576], [-0.1674, 0.1084, 0.2612], [-0.0868, -0.1188, -0.1004], [-0.0618, 0.0070, -0.2119], [0.1030, -0.1706, -0.0364], [-0.0917, 0.0183, -0.3293], [0.0155, 0.1299, 0.0001], [-0.0143, -0.2319, 0.1900], [0.0059, 0.1763, -0.1589], [0.0741, -0.0407, 0.1429], [-0.1275, 0.0158, 0.0726], [0.1459, -0.0835, 0.0471], [0.2042, 0.1762, -0.1267], [0.0128, -0.0489, -0.1205], [-0.1755, 0.0374, 0.2418], [0.1538, -0.0565, -0.1874], [-0.0824, -0.0821, 0.1057], [0.0467, -0.0574, 0.1545], [-0.1343, 0.0583, -0.0707], [0.1860, -0.2123, -0.1390], [0.0684, -0.0333, 0.0925], [-0.1801, 0.2115, -0.1040], [0.1461, -0.1786, 0.1077], [-0.1398, 0.0757, 0.0433], [0.0904, 0.1517, -0.0033], [-0.1769, -0.0310, -0.0445]],
  "lowdin_charge": [-0.01, -0.23, -0.02, -0.65, -0.16, -0.03, -0.48, 0.72, 0.15, 0.05, -0.43, 0.06, 0.04, 0.10, 0.09, 0.10, 0.03, -0.46, -0.02, -0.07, 0.10, 0.06, 0.09, 0.05, -0.41, 0.04, 0.07, 0.09, 0.10, 0.10, 0.07, -0.41, 0.03, 0.05, 0.07, 0.08, 0.11, 0.05, -0.43, 0.04, 0.07, 0.10, 0.11, 0.08, 0.04, -0.45, 0.06, 0.06, 0.10, 0.06, 0.10, 0.04, -0.45, 0.06, 0.07, 0.09, 0.10, 0.08, 0.03, -0.44, 0.05, 0.07, 0.09, 0.11, 0.07, 0.05, -0.43, 0.05, 0.05, 0.10, 0.10, 0.10, 0.05, -0.44, 0.07, 0.04, 0.10, 0.08, 0.10, 0.05, -0.43, 0.05, 0.07, 0.09, 0.10, 0.10, 0.03, -0.45, 0.06, 0.05, 0.09, 0.10, 0.10, 0.04, -0.45, 0.06, 0.05, 0.10, 0.10, 0.08, 0.03, -0.45, 0.06, 0.05, 0.09, 0.09, 0.10],
  "e_tot_ha": -4259.31725,
  "charge": -1,
  "e_lumo_ha": 0.0351
}

=====

(2)
{
  "formula": "C4H12O2S",
  "method": "ωB97M-V with the def2-TZVPD basis set",
  "species": ["C", "O", "C", "C", "C", "S", "H", "H", "H", "H", "H", "H", "H", "H", "H", "H", "O", "H", "H"],
  "positions_angstrom": [[0.000, 0.000, 0.000], [0.491, -0.148, 1.272], [0.242, 0.971, 2.091], [0.515, 0.601, 3.484], [0.154, 1.638, 4.526], [0.047, 0.722, 6.120], [-0.085, -0.999, -0.460], [0.611, 0.640, -0.659], [-1.009, 0.438, 0.079], [-0.816, 1.267, 1.958], [0.871, 1.844, 1.829], [-0.131, -0.290, 3.599], [1.555, 0.294, 3.708], [-0.840, 2.107, 4.392], [0.894, 2.450, 4.658], [-0.762, 1.660, 6.656], [-3.343, 2.436, 6.309], [-3.201, 1.463, 6.339], [-3.372, 2.654, 5.350]],
  "forces_ev_per_a": [[-0.8969, -0.1310, -1.2370], [0.7929, -0.0342, 1.1256], [0.4171, 1.0802, -1.1556], [-0.2370, -1.1604, 1.2645], [-0.4115, 0.3323, 0.6862], [-0.3713, 0.6758, 0.0559], [0.0844, 0.4105, 0.1477], [-0.0202, -0.0557, 0.2464], [0.0611, -0.0858, -0.4389], [0.2347, 0.0357, 0.1927], [-0.1742, -0.1898, -0.4434], [0.4268, 0.2205, 0.5594], [-0.3841, 0.0109, -0.6178], [0.5101, -0.2978, -0.2497], [-0.2970, -0.4896, -0.3616], [0.2297, -0.2843, 0.2472], [0.2030, -0.7208, -0.9530], [-0.1588, 0.9629, -0.0894], [-0.0088, -0.2796, 1.0208]],
  "nbo_charge": [-0.24, -0.53, -0.05, -0.45, -0.49, -0.07, 0.19, 0.16, 0.16, 0.16, 0.16, 0.22, 0.22, 0.21, 0.22, 0.14, -0.94, 0.48, 0.47],
  "e_tot_ha": -708.22813,
  "smiles": "COCCCS.O",
  "e_lumo_ha": 0.0213,
  "e_above_lowest_kcal_mol": 19.3
}

=====

| no. | molecular weight (g mol⁻¹) | frontier orbital gap (Ha) | HOMO (hartree) |
| --- | --- | --- | --- |
| 1 | 1096.5 | 0.1667 | -0.132 |
| 2 | 124.2 | 0.3568 | -0.335 |